Molecular formula: C3H4O2
Method: DFT, wB97M-V/def2-TZVPD

Energy above the lowest of the compared OMol25 structures with the same formula, charge and spin   135.2 kcal per mole
Charge   0
Spin multiplicity   1
Frontier orbital gap (spin up / spin down)   8.05 / 8.32 eV
E_HOMO (spin up / spin down)   -8.167 / -8.373 eV

Element x y z (Å)
O (-1.24, -0.32, 0.57)
O (-0.18, 1.85, 0.57)
C (-0.17, 0.60, 0.23)
C (-0.85, -1.07, -0.57)
C (0.13, -0.20, -0.96)
H (-0.44, 1.93, 1.46)
H (1.47, 0.09, 1.19)
H (0.89, 0.07, -1.81)
H (-1.33, -2.04, -0.79)

Population analysis type Löwdin, resulting atomic charges in e: number 1, O, carries -0.036; number 2, O, carries 0.107; number 3, C, carries -0.454; number 4, C, carries -0.079; number 5, C, carries -0.052; number 6, H, carries 0.102; number 7, H, carries 0.140; number 8, H, carries 0.142; number 9, H, carries 0.129

=====

Molecular formula: C58H50OP2SZr
Method: DFT, wB97M-V/def2-TZVPD

Energy above the lowest of the compared OMol25 structures with the same formula, charge and spin   0.0 kcal per mole
Charge   +4
Spin multiplicity   1
Frontier orbital gap   5.30 eV
E_HOMO   -17.291 eV

Element x y z (Å)
Zr (0.60, -0.29, -0.53)
S (-1.91, -0.06, 1.06)
P (1.42, 1.20, 1.57)
P (-1.50, -1.77, -1.56)
O (-0.91, 0.86, 0.22)
C (-1.77, 0.41, -3.34)
C (6.04, 0.12, -1.72)
C (2.59, -1.72, 0.05)
C (-7.50, 0.53, -0.97)
C (-5.57, 1.54, 0.49)
C (4.69, 0.89, -3.70)
C (-3.38, 0.45, 4.70)
C (-0.49, 2.41, 5.59)
C (2.43, -2.89, -0.71)
C (-4.25, 1.34, 0.89)
C (5.42, 1.75, 2.23)
C (-5.31, -0.39, -0.93)
C (4.13, 1.94, 1.75)
C (3.40, 0.03, 3.06)
C (-7.46, -0.73, -1.88)
C (0.11, 1.22, -4.63)
C (-0.83, -6.19, -2.35)
C (-3.47, 0.30, 0.40)
C (-6.04, -1.20, -1.82)
C (-0.90, 1.26, 3.40)
C (1.34, 3.51, -1.87)
C (-4.01, -2.38, -2.23)
C (-2.52, 1.82, 6.75)
C (-1.21, 2.62, 6.89)
C (3.58, -1.78, -2.56)
C (-3.09, 0.13, 3.38)
C (-3.95, -0.58, -0.61)
C (3.11, 1.07, 2.17)
C (0.44, 1.64, 3.03)
C (1.92, -4.16, -0.12)
C (0.40, -0.66, -3.16)
C (-1.23, 1.32, -4.24)
C (3.18, -0.57, -0.52)
C (-2.48, 1.25, 5.36)
C (1.43, 4.80, -1.36)
C (-1.28, 1.63, 4.71)
C (4.69, -0.15, 3.52)
C (0.74, 2.82, 5.18)
C (-1.94, 0.55, 2.72)
C (-6.12, 0.63, -0.40)
C (0.92, 0.24, -4.11)
C (4.64, 0.54, -2.22)
C (-0.63, -3.93, -3.12)
C (-1.14, -3.49, -1.90)
C (1.38, 2.60, 0.39)
C (1.31, 2.43, -1.00)
C (-0.97, -0.61, -2.82)
C (-5.38, -2.22, -2.47)
C (2.94, -2.88, -2.03)
C (-0.46, -5.29, -3.34)
C (-1.50, -4.39, -0.90)
C (1.46, 5.00, 0.01)
C (-3.28, -1.58, -1.35)
C (1.19, 2.39, 3.93)
C (-1.35, -5.75, -1.14)
C (5.70, 0.71, 3.10)
C (3.72, -0.59, -1.81)
C (1.43, 3.91, 0.88)
H (-3.41, 2.43, 6.89)
H (6.71, 0.58, 3.48)
H (0.50, 1.91, -5.37)
H (-0.39, -3.22, -3.91)
H (-2.82, 0.46, -3.06)
H (2.87, -3.79, -2.62)
H (0.98, -1.56, -2.90)
H (2.41, -1.74, 1.13)
H (-1.92, -4.04, 0.04)
H (-0.08, -5.64, -4.29)
H (-1.64, -6.46, -0.38)
H (4.03, -1.86, -3.55)
H (-5.89, -2.88, -3.16)
H (3.45, 0.26, 0.11)
H (1.94, 0.14, -4.44)
H (3.73, 1.24, -4.08)
H (-8.25, 0.45, -0.18)
H (2.77, -4.84, 0.04)
H (-6.14, 2.36, 0.90)
H (1.44, -4.01, 0.84)
H (4.91, -0.94, 4.22)
H (1.52, 6.00, 0.41)
H (6.21, 2.43, 1.92)
H (5.40, 1.71, -3.84)
H (1.29, 3.34, -2.94)
H (-7.74, 1.43, -1.53)
H (6.05, -0.07, -0.65)
H (-0.72, -7.26, -2.53)
H (2.20, 2.66, 3.66)
H (1.29, 1.48, -1.57)
H (-8.13, -1.51, -1.52)
H (5.04, 0.06, -4.31)
H (3.92, 2.76, 1.08)
H (-7.77, -0.51, -2.90)
H (1.46, 4.09, 1.94)
H (-2.59, 1.01, 7.48)
H (-3.82, -0.47, 2.84)
H (-4.29, 0.10, 5.17)
H (-3.50, -3.16, -2.79)
H (-3.83, 2.01, 1.64)
H (6.75, 0.93, -1.93)
H (4.33, 1.43, -1.65)
H (-1.40, 3.69, 7.05)
H (1.46, 5.64, -2.03)
H (6.39, -0.77, -2.25)
H (1.39, 3.42, 5.81)
H (1.23, -4.67, -0.80)
H (-1.86, 2.08, -4.67)
H (2.60, -0.62, 3.41)
H (-0.61, 2.29, 7.73)

Atomic partial charges in e from the Löwdin method, atoms 1 to 99: number 1, Zr, carries 1.599; number 2, S, carries 1.089; number 3, P, carries 1.049; number 4, P, carries 1.041; number 5, O, carries -0.693; number 6, C, carries -0.016; number 7, C, carries -0.014; number 8, C, carries -0.177; number 9, C, carries -0.060; number 10, C, carries 0.042; number 11, C, carries -0.039; number 12, C, carries 0.032; number 13, C, carries -0.112; number 14, C, carries -0.242; number 15, C, carries -0.017; number 16, C, carries -0.034; number 17, C, carries -0.068; number 18, C, carries -0.086; number 19, C, carries -0.098; number 20, C, carries -0.060; number 21, C, carries -0.016; number 22, C, carries -0.021; number 23, C, carries -0.347; number 24, C, carries -0.103; number 25, C, carries -0.103; number 26, C, carries -0.037; number 27, C, carries -0.026; number 28, C, carries -0.067; number 29, C, carries -0.066; number 30, C, carries 0.032; number 31, C, carries -0.070; number 32, C, carries -0.157; number 33, C, carries -0.427; number 34, C, carries -0.259; number 35, C, carries -0.001; number 36, C, carries -0.217; number 37, C, carries 0.013; number 38, C, carries -0.168; number 39, C, carries -0.109; number 40, C, carries -0.013; number 41, C, carries -0.057; number 42, C, carries -0.031; number 43, C, carries 0.035; number 44, C, carries -0.322; number 45, C, carries -0.093; number 46, C, carries -0.036; number 47, C, carries -0.364; number 48, C, carries -0.080; number 49, C, carries -0.409; number 50, C, carries -0.355; number 51, C, carries -0.150; number 52, C, carries -0.405; number 53, C, carries 0.038; number 54, C, carries 0.018; number 55, C, carries -0.034; number 56, C, carries -0.100; number 57, C, carries -0.006; number 58, C, carries -0.288; number 59, C, carries -0.066; number 60, C, carries -0.038; number 61, C, carries -0.022; number 62, C, carries -0.163; number 63, C, carries -0.046; number 64, H, carries 0.141; number 65, H, carries 0.128; number 66, H, carries 0.137; number 67, H, carries 0.112; number 68, H, carries 0.125; number 69, H, carries 0.146; number 70, H, carries 0.085; number 71, H, carries 0.118; number 72, H, carries 0.122; number 73, H, carries 0.127; number 74, H, carries 0.129; number 75, H, carries 0.142; number 76, H, carries 0.140; number 77, H, carries 0.079; number 78, H, carries 0.108; number 79, H, carries 0.061; number 80, H, carries 0.144; number 81, H, carries 0.123; number 82, H, carries 0.141; number 83, H, carries 0.098; number 84, H, carries 0.125; number 85, H, carries 0.134; number 86, H, carries 0.126; number 87, H, carries 0.102; number 88, H, carries 0.111; number 89, H, carries 0.145; number 90, H, carries 0.085; number 91, H, carries 0.131; number 92, H, carries 0.108; number 93, H, carries 0.041; number 94, H, carries 0.145; number 95, H, carries 0.094; number 96, H, carries 0.111; number 97, H, carries 0.142; number 98, H, carries 0.114; number 99, H, carries 0.143

=====

Molecular formula: C3H3N3O
Method: DFT, wB97M-V/def2-TZVPD

Energy above the lowest of the compared OMol25 structures with the same formula, charge and spin   177.4 kcal per mole
Charge   0
Spin multiplicity   1
Frontier orbital gap (spin up / spin down)   9.00 / 7.01 eV
E_HOMO (spin up / spin down)   -11.860 / -10.676 eV

Element x y z (Å)
O (-0.64, -0.26, -1.14)
N (0.58, -0.71, -0.92)
N (2.29, 2.30, 0.23)
N (1.44, -1.85, 1.06)
C (-1.45, 0.04, -0.02)
C (0.97, -1.27, 0.18)
C (1.79, 1.37, -0.18)
H (-2.44, 0.28, -0.42)
H (-1.51, -0.81, 0.67)
H (-1.04, 0.91, 0.51)

Population analysis type Löwdin, resulting atomic charges in e: number 1, O, carries -0.097; number 2, N, carries 0.074; number 3, N, carries 0.004; number 4, N, carries 0.225; number 5, C, carries -0.038; number 6, C, carries -0.372; number 7, C, carries -0.100; number 8, H, carries 0.104; number 9, H, carries 0.099; number 10, H, carries 0.102

=====

Molecular formula: C21H31CrO4
Method: DFT, wB97M-V/def2-TZVPD

Energy above the lowest of the compared OMol25 structures with the same formula, charge and spin   14.0 kcal per mole
Charge   -1
Spin multiplicity   5
Frontier orbital gap (spin up / spin down)   3.46 / 5.65 eV
Expectation value of S²   6.032
E_HOMO (spin up / spin down)   -1.135 / -3.329 eV

Element x y z (Å)
Cr (-0.36, -0.34, 0.10)
O (0.42, 0.14, -6.92)
O (0.80, 2.47, 0.02)
O (1.79, 0.88, -4.24)
O (1.39, 1.46, 1.92)
C (0.18, -2.40, 0.51)
C (-2.38, -0.69, 1.05)
C (1.63, -1.19, -8.64)
C (0.09, 2.49, -4.54)
C (1.85, 2.72, 2.50)
C (-1.79, 1.21, -0.17)
C (0.97, -1.65, 1.45)
C (0.24, 0.91, -8.98)
C (0.36, -0.45, -8.25)
C (0.36, 1.44, -7.56)
C (-0.88, -1.29, -8.45)
C (-2.34, -1.06, -0.35)
C (1.41, 2.23, -3.81)
C (0.55, 0.13, -4.23)
C (0.56, -2.00, -0.83)
C (-0.62, 1.14, -4.40)
C (-2.01, 0.12, -1.11)
C (1.85, -0.80, 0.71)
C (0.78, 1.48, 0.74)
C (-2.04, 0.69, 1.16)
C (1.59, -0.98, -0.69)
H (-0.50, -3.22, 0.76)
H (-2.73, -1.33, 1.86)
H (2.29, 2.39, 3.44)
H (-0.52, 3.35, -4.23)
H (1.22, 2.29, -2.72)
H (0.34, 2.68, -5.58)
H (-2.60, -2.04, -0.76)
H (2.72, -0.30, 1.12)
H (1.73, -2.11, -8.05)
H (-2.09, 1.29, 2.07)
H (-1.61, 2.25, -0.43)
H (0.98, -1.77, 2.53)
H (2.18, -0.56, -1.50)
H (-0.80, -2.20, -7.84)
H (-0.74, 1.04, -9.47)
H (-1.11, 1.12, -3.42)
H (0.16, -2.38, -1.78)
H (2.53, -0.57, -8.52)
H (2.60, 3.20, 1.85)
H (-0.92, -1.56, -9.51)
H (1.07, 1.15, -9.66)
H (0.45, -0.40, -3.26)
H (1.53, -1.49, -9.69)
H (-0.54, 2.01, -7.28)
H (1.00, 3.39, 2.67)
H (-1.34, 0.90, -5.20)
H (-2.02, 0.22, -2.20)
H (2.22, 2.94, -4.07)
H (0.52, -0.58, -5.07)
H (1.29, 1.98, -7.37)
H (-1.75, -0.68, -8.16)

Population analysis type Löwdin, resulting atomic charges in e: number 1, Cr, carries 0.470; number 2, O, carries -0.113; number 3, O, carries -0.041; number 4, O, carries -0.144; number 5, O, carries -0.156; number 6, C, carries -0.211; number 7, C, carries -0.183; number 8, C, carries -0.022; number 9, C, carries -0.172; number 10, C, carries -0.078; number 11, C, carries -0.191; number 12, C, carries -0.165; number 13, C, carries -0.080; number 14, C, carries -0.582; number 15, C, carries -0.168; number 16, C, carries -0.023; number 17, C, carries -0.197; number 18, C, carries -0.173; number 19, C, carries -0.180; number 20, C, carries -0.216; number 21, C, carries -0.152; number 22, C, carries -0.183; number 23, C, carries -0.208; number 24, C, carries -0.486; number 25, C, carries -0.153; number 26, C, carries -0.180; number 27, H, carries 0.096; number 28, H, carries 0.096; number 29, H, carries 0.072; number 30, H, carries 0.116; number 31, H, carries 0.118; number 32, H, carries 0.055; number 33, H, carries 0.105; number 34, H, carries 0.106; number 35, H, carries 0.086; number 36, H, carries 0.107; number 37, H, carries 0.102; number 38, H, carries 0.096; number 39, H, carries 0.097; number 40, H, carries 0.091; number 41, H, carries 0.110; number 42, H, carries 0.071; number 43, H, carries 0.097; number 44, H, carries 0.094; number 45, H, carries 0.076; number 46, H, carries 0.088; number 47, H, carries 0.109; number 48, H, carries 0.098; number 49, H, carries 0.086; number 50, H, carries 0.116; number 51, H, carries 0.077; number 52, H, carries 0.107; number 53, H, carries 0.073; number 54, H, carries 0.121; number 55, H, carries 0.098; number 56, H, carries 0.130; number 57, H, carries 0.094